1.
Here is a structure of composition C39H50N5SSb2W from the Open Molecules 2025 dataset. Energies are from ωB97M-V/def2-TZVPD.

ORCA input file:
```
! RIJCOSX wB97M-V def2-TZVPD def2/J DEFGRID3
* xyz 1 1
W 0.19 -0.99 -0.41
C -2.01 -0.26 -3.82
C -2.51 0.92 -2.97
C -1.84 1.11 -1.60
N -0.44 0.68 -1.55
C 0.37 1.28 -2.42
C 0.07 2.50 -3.04
C 0.64 3.13 -4.14
C 1.67 2.70 -4.95
C 2.47 1.60 -4.71
C 2.50 0.74 -3.62
C 1.65 0.62 -2.51
N 1.87 -0.21 -1.48
C 3.28 -0.57 -1.26
C 3.59 -2.05 -1.43
C 2.71 -2.85 -0.49
N 1.31 -2.72 -0.87
C 0.71 -3.75 -1.42
C 1.40 -4.85 -1.98
C 0.95 -6.10 -2.34
C -0.31 -6.67 -2.15
C -1.41 -6.02 -1.66
C -1.61 -4.66 -1.41
C -0.73 -3.58 -1.50
N -1.10 -2.27 -1.49
C -2.47 -1.97 -1.92
C -2.57 -1.62 -3.40
H -2.32 -0.08 -4.85
H -0.92 -0.29 -3.84
H -2.42 1.83 -3.56
H -3.58 0.80 -2.78
H -1.93 2.16 -1.29
H -2.35 0.55 -0.85
H -0.78 3.03 -2.61
H 0.17 4.07 -4.41
H 1.88 3.28 -5.83
H 3.23 1.39 -5.46
H 3.28 -0.01 -3.69
H 3.92 0.03 -1.89
H 3.53 -0.28 -0.24
H 3.43 -2.36 -2.46
H 4.65 -2.21 -1.19
H 3.01 -3.89 -0.43
H 2.81 -2.44 0.52
H 2.45 -4.68 -2.18
H 1.70 -6.74 -2.79
H -0.42 -7.72 -2.39
H -2.29 -6.64 -1.49
H -2.61 -4.41 -1.09
H -3.13 -2.82 -1.75
H -2.88 -1.18 -1.30
H -2.08 -2.41 -3.97
H -3.63 -1.66 -3.66
C 3.32 -0.53 2.37
Sb 1.55 0.39 1.63
C 2.27 2.35 1.20
C 0.74 0.60 3.62
C 1.07 1.92 4.24
C 2.34 2.09 4.79
C 2.76 3.31 5.31
C 1.89 4.39 5.29
C 0.61 4.22 4.79
C 0.17 3.00 4.27
C -1.25 2.89 3.80
Sb -1.52 2.66 1.68
C -3.61 3.09 1.82
C -0.89 4.65 1.19
H 3.78 0.18 3.06
H 4.05 -0.80 1.61
H 3.03 -1.42 2.92
H 2.00 3.03 2.01
H 1.84 2.70 0.26
H 3.36 2.32 1.11
H 1.24 -0.21 4.15
H -0.33 0.37 3.58
H 3.01 1.25 4.83
H 3.75 3.41 5.73
H 2.19 5.35 5.69
H -0.09 5.05 4.81
H -1.81 3.79 4.07
H -1.76 2.04 4.27
H -3.74 3.99 2.42
H -4.12 2.26 2.30
H -4.05 3.25 0.84
H -1.72 5.35 1.30
H -0.51 4.71 0.17
H -0.09 4.94 1.87
S 0.21 -2.46 1.68
C -1.43 -1.99 1.89
C -2.31 -2.55 2.83
C -3.60 -2.10 2.88
C -4.00 -1.08 2.01
C -3.07 -0.58 1.12
N -1.80 -1.02 1.04
H -1.95 -3.34 3.48
H -4.30 -2.51 3.59
H -5.00 -0.67 2.02
H -3.37 0.23 0.47
*
```

Results
LUMO level (spin up / spin down): -3.14 / -3.17 eV
Largest force on an atom: 0.76 eV/A
Energy above the lowest of the compared OMol25 structures with the same formula, charge and spin: 0.0000 eV
Kohn-Sham gap (spin up / spin down): 6.11 / 6.17 eV

2.
Here is a cluster of 2 separate species, C2H5NO2 in total from the Open Molecules 2025 dataset. Energies are from ωB97M-V/def2-TZVPD.

ORCA input file:
```
! RIJCOSX wB97M-V def2-TZVPD def2/J DEFGRID3
* xyz 0 1
O -1.94 -1.54 -0.67
C -2.43 -0.45 -0.57
H -2.05 0.28 0.17
H -3.33 -0.12 -1.10
C 1.97 0.89 0.33
N 1.45 -0.36 0.37
O 2.62 1.37 -0.57
H 1.77 1.44 1.26
H 0.80 -0.50 1.14
H 1.15 -0.99 -0.36
*
```

Results
LUMO level: 0.49 eV
Largest force on an atom: 2.07 eV/A
Energy above the lowest of the compared OMol25 structures with the same formula, charge and spin: 1.5154 eV
Kohn-Sham gap: 10.60 eV

3.
Here is a structure of composition BaH16O8 from the Open Molecules 2025 dataset. Energies are from ωB97M-V/def2-TZVPD.

ORCA input file:
```
! RIJCOSX wB97M-V def2-TZVPD def2/J DEFGRID3
* xyz 2 1
Ba 0.33 -0.58 0.03
O -0.61 1.20 2.01
H -0.30 1.56 2.81
H -1.13 1.91 1.61
O -2.19 0.44 -0.61
H -2.19 1.38 -0.61
H -2.96 -0.03 -0.92
O 0.75 -1.26 2.89
H 1.49 -1.36 3.47
H 0.10 -1.80 3.34
O 2.75 0.47 -1.31
H 3.68 0.57 -1.51
H 2.41 0.95 -2.04
O -2.02 -1.04 1.92
H -1.57 -0.26 2.31
H -2.92 -1.04 2.19
O 0.06 0.06 -2.71
H -0.43 0.72 -3.17
H 0.59 -0.49 -3.34
O 0.39 2.16 -0.56
H -0.27 2.66 -0.08
H 1.23 2.43 -0.14
O 1.00 -2.58 -1.65
H 1.45 -3.39 -1.51
H 0.37 -2.67 -2.39
*
```

Results
LUMO level: -6.43 eV
Largest force on an atom: 2.18 eV/A
Energy above the lowest of the compared OMol25 structures with the same formula, charge and spin: 1.1645 eV
Kohn-Sham gap: 11.53 eV

4.
Here is a structure of composition C36H40AsN5O3ReS4Te from the Open Molecules 2025 dataset. Energies are from ωB97M-V/def2-TZVPD.

ORCA input file:
```
! RIJCOSX wB97M-V def2-TZVPD def2/J DEFGRID3
* xyz 2 2
Re 0.47 2.22 2.18
S -4.56 -0.23 1.79
As -4.48 1.16 0.32
S -2.67 2.46 0.34
S -1.70 1.68 2.00
S -5.78 1.68 -1.13
C -4.28 -5.66 3.96
O -3.20 -5.04 3.25
C -2.05 -4.85 3.88
C -1.79 -5.22 5.20
C -0.56 -4.95 5.75
C 0.42 -4.27 5.02
C 0.18 -3.94 3.66
C -1.03 -4.24 3.11
N 1.61 -4.00 5.67
N 2.47 -3.23 5.26
C 2.44 -2.08 4.56
C 3.54 -1.78 3.73
C 3.55 -0.68 2.92
C 2.46 0.22 2.91
O 2.38 1.23 2.13
C 1.40 0.00 3.87
N 0.45 0.98 3.91
C -0.49 0.92 4.85
C -0.55 -0.13 5.77
C 0.37 -1.15 5.70
C 1.38 -1.10 4.72
H -5.11 -5.67 3.27
H -4.55 -5.07 4.84
H -4.02 -6.68 4.25
H -2.54 -5.72 5.79
H -0.33 -5.24 6.77
H 0.96 -3.49 3.07
H -1.25 -4.04 2.07
H 4.36 -2.48 3.72
H 4.39 -0.48 2.26
H -1.21 1.72 4.88
H -1.33 -0.13 6.52
H 0.32 -1.97 6.40
C -0.26 5.39 -0.32
C 0.21 3.97 -0.37
O 0.41 3.53 -1.66
N 0.44 3.26 0.64
Te 1.17 1.74 -1.90
C 1.79 1.90 -3.92
C 2.21 0.65 -4.40
C 2.17 -0.61 -3.57
C 2.64 0.56 -5.71
C 2.68 1.66 -6.55
C 3.15 1.55 -7.97
C 2.29 2.89 -6.02
C 1.86 3.05 -4.71
C 1.49 4.45 -4.29
C -0.56 0.60 -2.23
C -0.67 -0.60 -1.51
C 0.36 -1.07 -0.50
C -1.75 -1.42 -1.78
C -2.70 -1.10 -2.74
C -3.84 -2.02 -3.04
C -2.57 0.11 -3.42
C -1.51 0.98 -3.19
C -1.47 2.27 -3.95
H -0.81 5.64 -1.23
H 0.59 6.07 -0.25
H -0.90 5.54 0.54
H 2.49 -0.45 -2.53
H 2.86 -1.35 -3.98
H 1.17 -1.05 -3.56
H 2.95 -0.41 -6.09
H 3.42 0.53 -8.22
H 4.01 2.19 -8.14
H 2.37 1.88 -8.66
H 2.34 3.77 -6.65
H 2.16 5.16 -4.78
H 1.56 4.61 -3.22
H 0.48 4.69 -4.61
H 0.79 -0.25 0.07
H 1.17 -1.61 -1.00
H -0.11 -1.76 0.20
H -1.85 -2.35 -1.22
H -3.96 -2.78 -2.27
H -3.68 -2.53 -3.99
H -4.78 -1.47 -3.13
H -3.31 0.38 -4.16
H -2.48 2.59 -4.18
H -0.94 2.14 -4.90
H -0.98 3.07 -3.39
N 1.89 3.64 3.19
H 1.42 4.48 3.49
H 2.65 3.91 2.57
H 2.32 3.22 4.00
*
```

Results
LUMO level (spin up / spin down): -6.13 / -7.03 eV
⟨S²⟩: 0.857
Largest force on an atom: 0.92 eV/A
Energy above the lowest of the compared OMol25 structures with the same formula, charge and spin: 1.8526 eV
Kohn-Sham gap (spin up / spin down): 6.13 / 5.35 eV

5.
Here is an isolated molecule of C2H8P2S from the Open Molecules 2025 dataset. Energies are from ωB97M-V/def2-TZVPD.

ORCA input file:
```
! RIJCOSX wB97M-V def2-TZVPD def2/J DEFGRID3
* xyz 0 1
C -1.18 0.02 -1.94
C 0.61 0.88 1.98
P 0.84 -2.06 0.49
P -0.53 1.37 -0.93
S 0.78 0.03 0.35
H -0.49 -0.30 -2.82
H -1.17 -0.77 -1.23
H -2.11 0.08 -2.58
H 1.11 1.82 1.89
H -0.49 1.08 1.96
H 0.93 0.14 2.84
H -0.41 -2.36 -0.14
H 2.12 0.06 0.12
*
```

Results
LUMO level: 0.03 eV
Largest force on an atom: 3.88 eV/A
Energy above the lowest of the compared OMol25 structures with the same formula, charge and spin: 5.1094 eV
Kohn-Sham gap: 7.27 eV

6.
Here is the ion C4H8NOS with charge -1 from the Open Molecules 2025 dataset. Energies are from ωB97M-V/def2-TZVPD.

ORCA input file:
```
! RIJCOSX wB97M-V def2-TZVPD def2/J DEFGRID3
* xyz -1 1
O -1.14 1.95 -1.66
C -0.74 0.90 -1.15
N -0.02 0.87 -0.03
C 0.71 -0.29 0.51
C 0.97 -0.19 2.00
S -0.01 -1.39 2.98
C -1.07 -0.42 -1.81
H 0.23 1.76 0.38
H 0.22 -1.22 0.27
H 1.66 -0.35 -0.06
H 2.05 -0.25 2.21
H 0.70 0.80 2.38
H -0.29 -0.65 -2.55
H -2.01 -0.25 -2.33
H -1.26 -1.26 -1.15
*
```

Results
LUMO level: 3.73 eV
Largest force on an atom: 1.58 eV/A
Energy above the lowest of the compared OMol25 structures with the same formula, charge and spin: 0.3631 eV
Kohn-Sham gap: 6.32 eV